Entry 1:
174
Properties=species:S:1:pos:R:3:lowdin_charge:R:1 method="wB97M-V/def2-TZVPD" e_homo_ev=-11.70 total_charge=+1
C 4.4509 -0.6663 3.7355 -0.15
C 3.6081 0.2426 2.6606 -0.53
S 2.5690 -0.7701 1.4942 0.86
C 1.7313 0.2841 0.2047 -0.38
C 1.3753 1.7895 0.6697 -0.38
N 2.6064 2.6448 0.7611 0.09
C 0.6537 2.4002 -0.6853 -0.04
C -0.1054 3.6876 -0.0522 -0.26
O 0.6226 4.9277 0.1522 -0.02
N -0.6229 3.1030 1.2446 0.18
B -1.8503 3.7709 1.8249 -0.32
O -2.1368 3.8670 3.2728 0.08
C -2.9690 4.5021 0.8477 -0.14
C -3.7832 3.4511 -0.0830 -0.09
C 0.1282 2.0571 1.6607 0.15
B -0.1558 1.1385 2.9944 -0.31
O 0.6163 1.2477 4.2310 0.06
C -1.4015 0.0563 2.9736 -0.12
C -2.6270 0.5804 3.9441 -0.08
H 4.6754 0.0449 4.6348 0.09
H 3.8819 -1.6062 4.0831 0.08
H 5.4877 -0.9056 3.2682 0.08
H 2.9982 1.0016 3.3075 0.08
H 4.4151 0.8972 2.1214 0.06
H 2.4281 0.3545 -0.7295 0.12
H 0.7818 -0.2711 -0.1420 0.09
H 3.4019 1.9982 0.5293 0.06
H 2.6446 3.3465 -0.0203 0.08
H 1.3019 2.5240 -1.6316 0.13
H -0.2536 1.6907 -0.8967 0.14
H -0.8581 3.9571 -0.8828 0.17
H 0.6842 5.4503 -0.6885 0.12
H -1.3299 4.3328 3.6528 0.14
H -2.4255 5.2532 0.1328 0.11
H -3.6610 5.1706 1.5074 0.09
H -3.3033 2.4132 0.0460 0.06
H -4.8952 3.4996 0.2463 0.10
H -3.7712 3.7180 -1.2095 0.08
H 0.8759 0.3574 4.5787 0.13
H -1.8481 0.0429 1.8910 0.09
H -1.0679 -1.0160 3.2771 0.12
H -3.2016 -0.3496 4.3558 0.07
H -3.3995 1.1765 3.3008 0.09
H -2.2606 1.2650 4.7989 0.09
C 2.2100 -5.2786 1.7461 -0.07
C 1.4870 -4.0793 1.2281 -0.35
O 0.1319 -4.3775 1.4886 0.13
C 0.1449 -5.1826 2.5879 -0.51
O -0.8282 -5.4203 3.2670 0.15
O 1.3915 -5.6802 2.8327 0.09
F 1.6488 -3.9541 -0.1109 0.07
H 2.2638 -6.0888 1.0128 0.15
H 3.2212 -5.0427 2.0825 0.13
H 1.7581 -3.1419 1.7231 0.08
C -1.7163 -1.6759 -0.9628 -0.07
C -2.8832 -2.3256 -1.6318 -0.32
O -3.9938 -1.7523 -0.9745 0.15
C -3.5850 -0.5151 -0.5841 -0.54
O -4.3337 0.3699 -0.2343 0.13
O -2.2258 -0.3916 -0.6406 0.02
F -2.8911 -3.6592 -1.4057 0.09
H -1.4181 -2.1898 -0.0434 0.14
H -0.8478 -1.5999 -1.6208 0.14
H -2.9517 -2.1306 -2.7061 0.16
C -7.6964 -1.9764 4.3665 -0.06
C -7.0456 -1.0072 3.4350 -0.32
O -5.9186 -0.5649 4.1623 0.13
C -5.5825 -1.6050 4.9744 -0.52
O -4.5189 -1.7087 5.5433 0.14
O -6.5874 -2.5227 5.0615 0.07
F -7.8488 0.0555 3.1990 0.08
H -8.3682 -1.4900 5.0804 0.15
H -8.2502 -2.7550 3.8378 0.15
H -6.7212 -1.4448 2.4856 0.18
C 5.0290 5.8668 -1.9850 -0.05
C 5.0604 5.4611 -3.4208 -0.31
O 4.1243 4.4042 -3.4789 0.16
C 3.2193 4.6697 -2.4994 -0.49
O 2.1309 4.1418 -2.4166 0.11
O 3.6821 5.6067 -1.6230 0.08
F 6.2751 4.9784 -3.7601 0.10
H 5.6952 5.2636 -1.3614 0.13
H 5.2766 6.9209 -1.8449 0.15
H 4.7664 6.2519 -4.1180 0.18
C -4.2552 -6.2225 3.7733 -0.06
C -5.0262 -5.0467 3.2704 -0.33
O -6.3679 -5.4036 3.5231 0.13
C -6.3245 -6.2235 4.6109 -0.51
O -7.2875 -6.5111 5.2836 0.16
O -5.0584 -6.6733 4.8516 0.08
F -4.8670 -4.8957 1.9339 0.08
H -4.1671 -7.0187 3.0277 0.15
H -3.2547 -5.9501 4.1159 0.13
H -4.7940 -4.1064 3.7804 0.16
C -5.1718 3.0608 -4.1220 -0.06
C -6.2483 2.0733 -4.4302 -0.32
O -5.5451 0.8539 -4.5529 0.14
C -4.4601 0.9813 -3.7405 -0.48
O -3.7746 0.0537 -3.3731 0.16
O -4.2447 2.2802 -3.3853 0.07
F -6.8369 2.3506 -5.6170 0.08
H -4.6856 3.4496 -5.0218 0.14
H -5.5355 3.9022 -3.5284 0.14
H -7.0107 1.9812 -3.6504 0.19
C 7.0678 -7.5990 1.6662 -0.08
C 6.3513 -6.3978 1.1433 -0.32
O 4.9937 -6.6917 1.3993 0.11
C 5.0010 -7.4960 2.4998 -0.51
O 4.0248 -7.7297 3.1750 0.16
O 6.2446 -7.9972 2.7495 0.10
F 6.5193 -6.2747 -0.1946 0.08
H 7.1207 -8.4103 0.9332 0.15
H 8.0802 -7.3662 2.0079 0.10
H 6.6243 -5.4608 1.6390 0.18
C -4.7731 8.0367 2.7418 -0.08
C -5.4659 7.8037 1.4390 -0.32
O -6.8196 7.6657 1.8109 0.14
C -6.9632 8.4160 2.9396 -0.51
O -8.0280 8.7617 3.3951 0.17
O -5.7539 8.7357 3.4880 0.08
F -5.0560 6.6442 0.8699 0.05
H -4.5203 7.1047 3.2572 0.15
H -3.8655 8.6340 2.6307 0.14
H -5.3635 8.6247 0.7225 0.18
C -5.0342 7.8814 -7.1866 -0.07
C -4.4840 6.4944 -7.2549 -0.32
O -4.9107 5.9162 -6.0391 0.12
C -6.0721 6.5546 -5.7236 -0.51
O -6.8664 6.1520 -4.9046 0.16
O -6.2316 7.6984 -6.4497 0.08
F -3.1309 6.5081 -7.2724 0.08
H -4.3767 8.5694 -6.6463 0.15
H -5.2415 8.2970 -8.1749 0.15
H -4.8599 5.9025 -8.0952 0.18
C 11.9300 -9.4654 2.7257 -0.06
C 10.7608 -10.0865 2.0346 -0.32
O 9.6519 -9.4821 2.6671 0.14
C 10.0868 -8.2545 3.0634 -0.50
O 9.3547 -7.3484 3.3949 0.14
O 11.4477 -8.1678 3.0336 0.09
F 10.7122 -11.4184 2.2628 0.09
H 12.1958 -9.9834 3.6522 0.15
H 12.8135 -9.4140 2.0861 0.15
H 10.7201 -9.8931 0.9580 0.18
C 6.7296 1.5801 0.0739 -0.08
C 7.1927 2.4214 1.2181 -0.33
O 8.1493 3.2752 0.6269 0.15
C 7.7547 3.4178 -0.6687 -0.52
O 8.1630 4.2812 -1.4127 0.15
O 6.8359 2.4722 -1.0234 0.07
F 7.8109 1.6677 2.1564 0.09
H 7.3727 0.7131 -0.1000 0.13
H 5.7015 1.2341 0.1999 0.12
H 6.4038 3.0204 1.6846 0.18
C -8.1359 -0.8322 -5.7877 -0.07
C -8.1172 -1.2473 -7.2223 -0.32
O -9.0379 -2.3161 -7.2629 0.14
C -9.9372 -2.0569 -6.2725 -0.51
O -11.0152 -2.5957 -6.1748 0.16
O -9.4734 -1.1072 -5.4078 0.08
F -6.8980 -1.7166 -7.5768 0.08
H -7.4536 -1.4230 -5.1687 0.15
H -7.9012 0.2257 -5.6575 0.12
H -8.4307 -0.4652 -7.9208 0.18
C 9.6854 -1.6216 -2.3384 -0.06
C 8.9997 -1.8443 -3.6466 -0.32
O 7.6402 -1.9657 -3.2837 0.15
C 7.4984 -1.2159 -2.1570 -0.50
O 6.4332 -0.8567 -1.7080 0.14
O 8.7059 -0.9112 -1.5987 0.06
F 9.3988 -3.0059 -4.2126 0.09
H 9.9227 -2.5569 -1.8224 0.15
H 10.6009 -1.0354 -2.4417 0.15
H 9.1172 -1.0238 -4.3613 0.18

---

Entry 2:
11
Properties=species:S:1:pos:R:3:lowdin_charge:R:1 method="wB97M-V/def2-TZVPD" de_lowest_kcal_mol=62.8 e_homo_ev=-9.89
O 1.3558 -1.3851 0.6725 0.03
C 0.2417 -0.9081 0.7083 -0.30
C 0.2276 1.2339 -0.1187 -0.12
O -1.0125 0.6165 -0.4959 -0.15
C -0.6975 -0.7603 -0.4884 -0.18
H 1.1218 0.4858 -0.0323 0.12
H -0.2053 -0.5246 1.6525 0.14
H 0.1019 1.8437 0.7884 0.11
H 0.6023 1.8631 -0.8994 0.08
H -1.5953 -1.3703 -0.3549 0.13
H -0.1711 -1.0670 -1.4044 0.14

---

Entry 3:
6
Properties=species:S:1:pos:R:3:lowdin_charge:R:1 method="wB97M-V/def2-TZVPD" de_lowest_kcal_mol=106.0 e_homo_ev="-9.25 / -9.05"
C 0.2103 -1.0086 0.1636 -0.83
C -0.7805 -0.1467 0.1008 -0.80
Cl 1.8212 -0.6372 -0.0487 0.64
I -2.7941 -0.2016 0.0044 0.82
H -0.0983 -1.9795 -0.0762 0.04
H -0.1011 2.1897 -0.1929 0.13

---

For each record above, in turn, the calculated maximum force values are 0.0959 0.0530 0.0474 hartree/bohr.